[1]
A structure of composition C20H25N7S5Ti at a distorted geometry, computed with ωB97M-V with the def2-TZVPD basis set.

Its spin multiplicity is 2. For the energy relative to the best compared isomer or geometry (same formula, charge and spin), the calculation gives 0.00 kcal/mol. Its charge is +1. The value obtained for the molar mass is 571.7 g/mol. Its HOMO-LUMO gap (alpha / beta) is 6.50 / 6.24 eV.

Geometry (Å):
Ti: 0.902 -1.180 -0.102
C: 3.561 0.377 0.545
C: 2.652 1.347 -0.203
N: 1.227 1.071 0.095
C: 0.783 1.701 1.354
C: 1.134 0.914 2.606
S: 0.489 -0.754 2.454
C: 1.886 -1.799 2.925
C: 3.152 -1.529 2.101
N: 2.935 -0.949 0.765
H: 4.472 0.263 -0.040
H: 3.830 0.810 1.504
H: 2.910 2.371 0.080
H: 2.791 1.228 -1.282
H: 0.705 1.472 -0.674
H: 1.216 2.713 1.452
H: -0.303 1.818 1.297
H: 2.211 0.877 2.767
H: 0.691 1.406 3.473
H: 2.093 -1.697 3.990
H: 1.514 -2.800 2.732
H: 3.846 -0.898 2.669
H: 3.637 -2.502 1.987
H: 3.345 -1.605 0.087
N: -3.281 2.696 0.499
C: -2.893 1.441 0.762
N: -2.129 0.702 0.027
C: -1.658 1.281 -1.164
N: -0.867 0.658 -2.004
N: -0.685 -0.581 -1.449
C: -1.056 -1.703 -1.988
C: -1.116 -2.833 -1.053
C: -1.530 -4.108 -1.372
C: -1.764 -4.977 -0.341
C: -1.558 -4.601 0.977
C: -1.037 -3.352 1.221
N: -0.852 -2.507 0.221
C: -2.064 2.625 -1.538
C: -1.676 3.229 -2.748
C: -2.062 4.530 -3.000
C: -2.837 5.240 -2.084
C: -3.273 4.651 -0.921
C: -2.882 3.347 -0.656
H: -3.945 3.143 1.102
H: -3.283 1.030 1.688
H: -1.473 -1.773 -2.988
H: -1.694 -4.342 -2.408
H: -2.137 -5.964 -0.544
H: -1.759 -5.298 1.768
H: -0.752 -3.013 2.213
H: -1.080 2.651 -3.438
H: -1.766 5.004 -3.922
H: -3.163 6.247 -2.305
H: -3.908 5.175 -0.230
S: 1.793 -3.622 0.068
S: 2.821 -3.941 -1.708
S: 1.737 -2.790 -2.998
S: 2.152 -0.898 -2.270

[2]
An isolated molecule of C20H26BrN5O2S at a distorted geometry, computed with ωB97M-V with the def2-TZVPD basis set.

Its SMILES is CCn1c(SCC(=O)NC2CCCC2)nnc1[C@H](C)NC(=O)c1ccccc1Br. Its spin multiplicity is 1. For the energy relative to the best compared isomer or geometry (same formula, charge and spin), the calculation gives 4.42 kcal/mol. Its charge is 0. The value obtained for the molar mass is 480.4 g/mol. Its HOMO-LUMO gap is 9.35 eV.

Geometry (Å):
C: -1.952 3.063 -3.820
H: -2.792 3.305 -3.174
H: -2.304 3.007 -4.846
C: -1.326 1.729 -3.423
N: -0.861 1.745 -2.060
C: 0.286 2.329 -1.601
N: 0.400 2.159 -0.308
N: -0.674 1.467 0.104
C: -1.426 1.218 -0.930
C: -2.718 0.479 -0.846
N: -2.642 -0.411 0.291
C: -3.094 -1.682 0.237
O: -3.685 -2.139 -0.720
C: -2.853 -2.477 1.485
C: -1.592 -2.678 2.035
C: -1.420 -3.450 3.172
C: -2.521 -4.032 3.775
C: -3.783 -3.858 3.231
C: -3.943 -3.094 2.090
H: -4.917 -2.962 1.644
H: -4.641 -4.323 3.692
H: -2.387 -4.630 4.663
H: -0.430 -3.596 3.576
Br: -0.039 -1.944 1.214
H: -2.126 -0.056 1.082
C: -3.896 1.450 -0.694
H: -4.816 0.883 -0.585
H: -3.982 2.089 -1.568
H: -3.753 2.072 0.187
H: -2.873 -0.147 -1.733
S: 1.392 3.181 -2.631
C: 2.495 3.920 -1.384
H: 1.877 4.190 -0.530
H: 2.912 4.806 -1.862
C: 3.637 2.984 -0.982
O: 4.779 3.193 -1.336
N: 3.242 1.965 -0.209
C: 4.149 0.928 0.231
H: 5.133 1.400 0.317
C: 4.217 -0.252 -0.767
C: 3.553 -1.428 -0.054
H: 2.471 -1.391 -0.185
C: 3.892 -1.183 1.412
H: 4.935 -1.442 1.603
H: 3.259 -1.756 2.087
C: 3.683 0.322 1.563
H: 4.219 0.738 2.414
H: 2.619 0.525 1.693
H: 3.912 -2.390 -0.415
H: 5.258 -0.484 -0.991
H: 3.723 0.001 -1.704
H: 2.253 1.865 0.010
H: -0.467 1.520 -4.068
H: -2.052 0.919 -3.526
H: -1.215 3.859 -3.748

[3]
A structure of composition C20H26CrN4O5S at a distorted geometry, computed with ωB97M-V with the def2-TZVPD basis set.

Its spin multiplicity is 6. For the energy relative to the best compared isomer or geometry (same formula, charge and spin), the calculation gives 0.42 kcal/mol. Its charge is -1. The value obtained for the molar mass is 486.5 g/mol. Its HOMO-LUMO gap (alpha / beta) is 5.03 / 7.90 eV.

Geometry (Å):
Cr: 0.030 0.581 -0.100
C: -4.054 -3.488 4.812
C: -3.381 -3.098 3.476
C: -3.085 -1.753 3.270
C: -2.425 -1.340 2.107
C: -2.119 -2.279 1.138
C: -2.421 -3.614 1.308
C: -3.028 -4.031 2.477
S: -1.415 -1.831 -0.416
O: -1.612 -2.876 -1.366
O: -2.030 -0.527 -0.745
N: 0.055 -1.463 -0.140
C: 1.164 -2.161 0.456
C: 2.016 -1.046 1.208
O: 2.770 -1.426 2.083
O: 1.830 0.192 0.860
H: -4.509 -2.592 5.269
H: -3.296 -3.869 5.513
H: -4.830 -4.244 4.690
H: -3.371 -1.042 4.052
H: -2.202 -0.278 1.949
H: -2.159 -4.320 0.527
H: -3.287 -5.076 2.574
H: 1.830 -2.688 -0.229
H: 0.858 -2.866 1.233
C: 0.107 1.008 -3.581
C: 1.050 1.139 -4.831
N: 2.394 0.641 -4.494
C: 2.289 -0.735 -3.993
C: 1.455 -0.745 -2.702
N: 0.882 0.584 -2.419
C: 1.963 1.581 -2.230
C: 2.949 1.476 -3.429
H: -0.690 0.277 -3.755
H: -0.390 1.994 -3.327
H: 1.179 2.160 -5.118
H: 0.690 0.588 -5.683
H: 3.293 -1.105 -3.855
H: 1.825 -1.331 -4.793
H: 2.071 -0.975 -1.846
H: 0.633 -1.461 -2.750
H: 2.444 1.396 -1.248
H: 1.464 2.549 -2.166
H: 3.895 0.984 -3.190
H: 3.235 2.446 -3.873
O: -0.255 2.545 -0.318
N: -0.142 3.388 0.755
C: -0.649 2.985 1.994
C: -0.043 3.328 3.163
C: 1.074 4.169 3.168
C: 1.610 4.597 1.928
C: 0.973 4.197 0.779
H: -1.569 2.432 1.974
H: -0.399 2.983 4.111
H: 1.522 4.398 4.109
H: 2.480 5.229 1.854
H: 1.333 4.415 -0.237

[4]
A cluster of 3 separate species, C20H26F16N4O3PS in total at a distorted geometry, computed with ωB97M-V with the def2-TZVPD basis set.

Its spin multiplicity is 1. Its charge is +1. The value obtained for the molar mass is 737.5 g/mol. Its HOMO-LUMO gap is 8.48 eV.

Geometry (Å):
C: 5.749 0.365 0.618
C: 4.497 0.717 1.507
C: 4.623 0.041 2.953
C: 4.212 2.302 1.596
C: 2.748 2.504 1.032
N: 2.434 2.998 -0.237
C: 1.043 2.938 -0.271
O: 0.234 3.284 -1.349
C: -0.487 4.419 -1.092
N: -1.253 5.245 -0.888
N: 0.533 2.450 0.886
C: -0.909 2.203 1.202
C: -1.212 0.743 0.621
N: -0.505 -0.279 1.453
C: 1.586 2.136 1.826
P: 1.471 1.453 3.557
S: 2.458 2.454 4.889
H: 5.918 -0.753 0.674
H: 5.574 0.624 -0.464
H: 6.708 0.832 0.992
H: 3.609 0.216 1.013
H: 4.403 0.805 3.745
H: 3.930 -0.835 3.087
H: 5.694 -0.276 3.067
H: 4.923 2.886 0.938
H: 4.294 2.697 2.642
H: 3.052 3.301 -0.990
H: -1.095 2.185 2.305
H: -1.584 2.956 0.723
H: -0.703 0.733 -0.391
H: -2.310 0.541 0.501
H: -0.806 -0.063 2.416
H: -0.915 -1.202 1.264
H: 1.907 0.091 3.576
H: 0.077 1.435 3.901
C: -0.218 -5.652 0.347
C: -0.012 -4.134 0.168
C: 0.795 -3.719 -1.065
F: 2.045 -4.216 -1.056
F: 0.927 -2.367 -1.114
F: 0.522 -3.624 1.305
F: -1.257 -3.575 0.061
O: 0.663 -6.328 1.244
C: 1.908 -6.745 0.751
C: 3.078 -6.021 1.425
F: 2.995 -4.681 1.268
F: 4.253 -6.410 0.880
F: 1.927 -6.635 -0.591
F: 1.994 -8.063 1.020
H: -1.200 -5.767 0.811
H: -0.300 -6.174 -0.608
H: 0.300 -4.039 -1.985
H: 3.100 -6.237 2.496
C: -5.280 2.988 -4.249
C: -4.862 1.506 -4.323
C: -5.787 0.509 -3.625
F: -5.894 0.739 -2.300
F: -5.299 -0.750 -3.757
F: -3.588 1.385 -3.875
F: -4.829 1.173 -5.644
O: -4.651 3.793 -3.249
C: -5.190 3.769 -1.957
C: -4.227 3.162 -0.935
F: -3.874 1.898 -1.263
F: -4.801 3.101 0.291
F: -6.388 3.156 -1.973
F: -5.430 5.054 -1.626
H: -4.953 3.438 -5.189
H: -6.365 3.113 -4.246
H: -6.788 0.527 -4.064
H: -3.316 3.761 -0.863